Entry from OMol25: a molecular structure, C35H37Cl2N4O3W (ωB97M-V with the def2-TZVPD basis set).

Structure (XYZ):
```
82
Properties=species:S:1:pos:R:3:forces:R:3:mulliken_charge:R:1
C 4.64196 0.67411 -2.16224 -0.023 0.006 -0.028 -0.9870
Cl -4.12145 5.61687 0.67666 0.000 -0.002 -0.002 -0.2504
H 3.75559 -2.24758 1.09341 -0.006 -0.003 -0.001 0.5117
H 3.36212 -2.38010 -0.63107 0.012 0.004 0.008 0.4747
H -0.89605 3.30657 -2.21765 0.000 0.001 0.002 0.4100
C 2.43037 0.83164 4.50973 0.004 0.049 0.027 -0.5482
H -3.82680 -3.68269 0.93113 0.003 0.015 -0.008 0.5761
H 2.26622 -1.52318 0.45180 -0.035 0.032 0.014 -0.8192
H 1.05983 -3.04910 -0.35539 0.008 -0.008 0.013 0.4278
H 0.85462 2.71625 -3.93782 -0.012 0.001 -0.002 0.8556
C 2.38463 -0.49272 4.10749 -0.007 -0.054 -0.010 -1.0065
C 2.27874 0.72038 -1.53250 -0.036 -0.058 -0.071 -0.1494
C 4.41682 1.44382 -3.28826 0.025 -0.020 0.021 -1.4381
H 0.73727 3.88337 -1.84575 0.002 -0.004 -0.006 0.4623
O -0.03015 3.48903 2.43342 0.014 0.029 0.033 -0.8542
H -1.09109 -4.48688 -3.76922 -0.005 -0.001 0.006 0.4269
H -1.63497 -3.91842 2.94352 -0.004 -0.007 0.010 0.3482
H 5.65079 0.34020 -1.93713 0.001 -0.001 -0.002 0.3387
H -3.59073 -0.73328 3.24734 -0.011 0.015 0.002 0.3397
H -0.96131 -1.26385 2.88889 -0.012 -0.039 0.032 0.0434
C -0.23416 0.95386 -3.46686 -0.013 -0.042 -0.009 -1.2579
H 0.09845 2.47447 -1.01315 -0.012 -0.016 0.040 0.1187
C -2.57728 1.50982 -0.42577 0.028 0.009 0.039 -0.7158
C -0.01612 2.31954 2.05995 -0.034 -0.019 -0.044 0.2748
H 5.22425 1.70832 -3.95938 0.003 -0.001 0.005 0.3603
C -2.62893 -2.23179 2.00244 -0.007 0.016 -0.084 3.1973
C -0.93637 -3.76166 -2.98044 -0.043 0.007 -0.063 -0.7171
H -2.60607 -2.47932 -3.51340 -0.003 -0.002 0.004 0.5600
H -4.73212 -1.84893 2.46950 0.016 -0.005 -0.005 0.4400
H -2.14105 -3.61702 0.39601 -0.003 -0.018 -0.002 0.1969
H 1.56231 -1.84448 2.63839 0.026 -0.002 0.012 0.4635
N -0.53354 -1.90250 -0.96185 0.140 -0.107 -0.013 0.6736
C -3.70877 2.01548 -1.05039 -0.009 0.023 -0.004 -0.5759
C -2.41250 3.54609 0.87700 -0.029 0.029 -0.011 -1.2208
C 4.06952 0.52236 1.16401 -0.021 0.042 -0.013 -1.2496
C -1.77105 -2.66900 -2.85447 0.003 0.014 -0.014 -1.4388
C 1.63192 -0.82764 2.99753 -0.021 -0.018 0.015 -0.0811
C 2.06576 1.54898 -2.67819 -0.007 -0.038 -0.027 0.2355
C -1.53651 -1.76049 -1.83623 -0.125 0.063 -0.043 0.6033
O 1.27648 0.34988 -0.75752 0.148 0.177 0.128 0.2644
N 0.93374 0.07658 2.30505 0.028 0.064 -0.069 -0.0781
C -1.37030 -1.37212 1.87089 -0.074 0.029 0.252 -0.9539
C -2.46651 -3.23845 3.14917 0.059 0.003 -0.036 -2.0703
C 3.31399 -1.72189 0.24043 0.020 -0.035 -0.012 -0.7093
H 0.78434 -4.75203 -2.12903 0.006 0.007 -0.004 0.4626
H 1.63965 2.81115 4.08596 -0.001 0.000 -0.004 0.5617
H -1.26496 1.29748 -3.58542 -0.001 0.003 -0.003 0.4629
H 4.37198 0.00665 2.07929 0.004 0.012 -0.003 0.3893
C -3.54609 4.03535 0.24010 0.011 0.011 0.011 0.1414
N -1.98489 0.26804 -0.71905 -0.053 -0.049 -0.039 1.1622
H 2.93190 -1.26229 4.63441 -0.006 -0.006 -0.007 0.4318
H -4.21142 1.43049 -1.80196 0.003 0.002 0.003 0.7175
H 0.09562 0.51359 -4.41135 0.007 0.008 -0.003 0.4569
C 0.27130 -2.96524 -1.08670 -0.003 0.033 0.024 -0.2479
O -3.42397 -0.45608 -2.40210 -0.012 0.006 -0.026 -0.8392
C 0.10644 -3.91141 -2.07767 0.026 0.007 0.056 -0.9758
C -2.98388 -3.01098 0.73626 -0.044 -0.051 -0.008 -1.5848
H 2.91041 2.49860 -4.38097 0.001 -0.005 0.001 0.3575
C -4.18885 3.27629 -0.71662 -0.006 -0.026 -0.012 -0.0399
H 5.10886 -0.71117 -0.21400 0.003 0.006 -0.003 0.5614
H -3.28565 -2.34611 -0.07285 0.008 0.014 0.021 0.2498
C 3.62368 0.31247 -1.28510 0.013 0.038 0.015 0.3033
C -1.92131 2.28793 0.56209 0.001 0.012 -0.019 0.3258
H 3.02517 1.12704 5.36481 -0.003 0.003 -0.004 0.4062
Cl -5.60684 3.86200 -1.53430 -0.008 0.004 -0.001 -0.2501
C -2.43685 -0.55848 -1.67595 0.065 0.002 -0.058 0.2319
H -0.21284 0.17278 -2.71257 -0.001 0.015 -0.001 -0.0989
W -0.40807 -0.29936 0.56048 -0.023 -0.039 -0.001 1.0663
H -3.93308 -0.57161 1.52391 -0.030 0.026 -0.009 0.1813
N -0.79342 1.70101 1.15773 0.015 -0.130 -0.009 0.5285
H -2.25381 -2.72152 4.08831 0.002 0.003 -0.007 0.4273
H -3.37324 -3.83640 3.28537 -0.003 0.001 -0.004 0.4623
C 0.70116 2.08830 -3.05351 0.007 -0.002 0.001 0.4132
C 3.12199 1.87622 -3.51660 -0.016 0.028 0.002 -0.6661
C 0.93342 1.35053 2.72925 -0.005 -0.012 0.001 0.0928
H 3.07991 0.95268 1.31198 0.039 -0.012 -0.003 0.0958
C 0.11995 2.99017 -1.96736 0.007 0.016 0.000 -1.6126
H 4.76182 1.34780 0.98756 0.003 -0.009 -0.008 0.4215
C -3.79774 -1.29206 2.33179 0.012 0.005 0.038 -1.5608
C 1.68554 1.76676 3.81273 0.016 -0.001 0.005 -0.6472
C 4.06647 -0.42500 -0.03612 -0.019 -0.044 -0.026 0.4776
H -1.90419 4.15189 1.60816 0.001 -0.007 0.000 0.6526
```
Forces are in eV/Å.

Calculated values
2S+1 = 3
energy above the lowest of the compared OMol25 structures with the same formula, charge and spin = 0.0 kcal/mol
HOMO energy (alpha / beta) = -3.6 / -4.4 eV
gap between HOMO and LUMO (alpha / beta) = 5.7 / 6.6 eV
total charge = -1


Entry from OMol25: a molecular structure, C10H27NO6Ti (ωB97M-V with the def2-TZVPD basis set).

Structure (XYZ):
```
45
Properties=species:S:1:pos:R:3:forces:R:3:mulliken_charge:R:1
O 11.33385 -3.45821 -2.74984 -0.011 0.756 -0.252 -0.3328
H 7.28173 -5.35373 -6.65352 -0.074 -0.009 0.269 0.3702
C 8.16083 -5.99934 -6.56094 0.994 -0.940 -0.720 -0.6040
C 12.66382 -3.20448 -3.18105 1.422 -1.325 0.336 -0.6072
O 12.75340 -5.12400 -4.62828 -0.835 0.713 -0.353 -0.3758
H 8.85120 -1.15914 -6.67326 -0.231 0.209 0.178 0.2847
H 6.91468 -6.02437 -4.37368 0.103 0.103 -0.100 0.3428
C 11.12401 -4.28819 -8.18569 -0.858 -0.401 -0.132 -0.7294
H 9.29823 -3.75843 -7.76077 0.107 0.244 0.687 0.0276
H 14.40985 -4.45338 -3.59285 -0.102 0.161 0.047 0.3584
H 12.70360 -2.55088 -4.05354 -0.397 -0.113 -0.071 0.2378
H 10.38473 -1.59709 -8.82810 0.065 0.154 0.087 0.1020
H 10.57160 -4.90570 -10.30356 0.296 -0.363 0.501 0.3409
H 11.63382 -3.40315 -7.81097 0.383 -0.251 0.142 0.1816
H 11.71157 -5.20249 -8.09512 0.413 0.304 0.111 0.5109
H 9.65885 0.11446 -5.73015 -0.482 0.000 0.432 0.4085
H 8.89473 -1.34560 -9.75888 -0.034 -0.023 -0.029 0.2306
H 10.45347 -1.48652 -10.60045 0.044 0.022 -0.009 0.3683
H 7.78713 -3.07332 -5.51032 -0.050 0.279 -0.008 0.2456
C 10.80100 -4.04722 -9.67103 -0.243 0.613 -0.502 -0.7137
C 9.19036 -5.70419 -7.65455 0.614 -0.409 1.075 -0.9322
Ti 10.44394 -4.13292 -4.87199 -0.306 -0.444 -0.649 0.2560
O 8.78177 -5.93151 -5.28754 0.022 0.434 -0.003 -0.0730
H 9.93489 -6.50682 -7.64419 -0.106 -0.059 0.048 0.4195
O 10.67674 -1.65309 -5.88940 -0.139 -0.335 0.761 -0.3504
C 7.92505 -6.44479 -4.28266 -0.653 0.319 0.404 -0.8637
H 8.70921 -5.73914 -8.63436 -0.027 0.317 -0.038 0.3458
H 7.90724 -7.05743 -6.70522 -0.656 0.228 -0.135 0.4679
C 9.41756 -0.95196 -5.75451 0.894 -0.098 -1.076 -0.2092
N 9.92121 -4.45700 -7.33128 -0.609 0.363 -1.122 0.4594
H 7.79883 -7.53000 -4.32555 0.374 -0.026 -0.101 0.3140
H 13.28733 -2.74740 -2.40426 -0.353 0.243 0.069 0.4215
H 11.67397 -3.53924 -10.10174 -0.074 -0.127 -0.150 0.4030
H 9.34174 -1.51208 -3.69671 -0.208 0.046 0.196 0.2483
H 8.30477 -6.12022 -3.31691 0.190 -0.206 -0.031 0.2249
O 9.63432 -3.23795 -9.84609 0.028 0.092 0.291 -0.3809
H 13.17147 -5.25050 -2.61351 -0.068 0.249 0.136 0.3336
H 11.10061 -1.41895 -6.71673 0.013 0.128 -0.087 0.2004
C 8.69442 -1.53857 -4.56988 0.012 -0.091 -0.864 -0.7117
O 8.46856 -2.92675 -4.84652 0.212 -0.325 0.539 -0.3367
H 11.41270 -3.68851 -1.81864 -0.511 -0.185 -0.057 0.2784
C 13.32752 -4.56227 -3.45148 0.545 -0.069 -0.393 -0.2857
C 9.86077 -1.84411 -9.75585 0.093 -0.231 0.008 -0.5002
H 13.05236 -6.01103 -4.83519 0.135 -0.090 0.287 0.2435
H 7.74289 -1.03106 -4.42201 0.065 0.143 0.279 0.3803
```
Forces are in eV/Å.

Calculated values
2S+1 = 4
energy above the lowest of the compared OMol25 structures with the same formula, charge and spin = 5.4 kcal/mol
HOMO energy (alpha / beta) = -7.3 / -12.7 eV
gap between HOMO and LUMO (alpha / beta) = 5.3 / 10.5 eV
total charge = +1


Entry from OMol25: a gas-phase ion, C2H7N2P2 (charge +1) (ωB97M-V with the def2-TZVPD basis set).

Structure (XYZ):
```
13
Properties=species:S:1:pos:R:3:forces:R:3:mulliken_charge:R:1
H 1.33762 2.31313 1.42197 -0.007 0.111 -0.025 0.3702
P 1.66485 0.97863 -0.65611 1.601 2.704 -0.425 0.0407
C 0.70148 0.35133 1.83183 0.397 -0.018 1.352 -1.1540
H 0.72570 -0.69764 1.57403 -0.271 -0.117 -0.162 0.5635
H 0.38624 0.57397 2.84018 0.041 0.043 0.216 0.3170
H 0.35788 -0.74553 -3.00687 -0.131 0.075 -0.059 0.2567
H -1.52853 -0.22256 0.96212 -0.062 -0.060 -0.102 0.2588
C 1.20796 1.30378 1.05646 0.054 -0.166 -0.495 0.1176
P 0.03679 -0.28885 -0.77784 -1.702 -4.220 -0.181 0.5153
H -2.23779 -0.60982 -0.55753 -0.114 0.275 0.125 0.2742
H -0.89883 -1.67892 -2.38604 0.047 0.163 0.091 0.3005
N -0.35299 -0.82820 -2.29028 0.563 0.393 -0.070 -0.5006
N -1.40038 -0.44930 -0.01193 -0.415 0.817 -0.265 -0.3601
```
Forces are in eV/Å.

Calculated values
2S+1 = 3
energy above the lowest of the compared OMol25 structures with the same formula, charge and spin = 0.0 kcal/mol
HOMO energy (alpha / beta) = -11.4 / -14.8 eV
gap between HOMO and LUMO (alpha / beta) = 7.4 / 7.7 eV
total charge = +1